Entry 1:
This record from the Open Molecules 2025 dataset describes one molecule with the formula C2H4OS2 at a distorted geometry. The level of theory is wB97M-V/def2-TZVPD.

Properties
spin multiplicity = 3
HOMO energy (alpha / beta) = -5.6 / -9.7 eV
HOMO-LUMO gap (alpha / beta) = 5.97 / 6.83 eV
charge = 0

```
9
Properties=species:S:1:pos:R:3:forces:R:3:mulliken_charge:R:1
C 2.0190 -0.7590 1.1464 0.8 0.8 -1.9 -0.2178
C -1.5497 0.4626 -1.1180 3.2 2.2 1.6 -0.6925
O 3.1873 -0.7397 1.3331 2.1 1.2 1.3 -0.3645
S 0.6072 0.9403 1.1817 -1.2 0.0 -0.2 -0.0621
S -1.0929 0.0334 0.6365 0.5 0.5 0.4 0.0396
H 1.3965 -1.5262 0.9787 -3.0 -2.3 0.2 0.4351
H -0.6181 1.0391 -1.4659 -1.7 -0.6 0.2 0.2652
H -2.4662 1.0319 -1.1587 -0.1 -0.2 -0.1 0.3145
H -1.4832 -0.4823 -1.5340 -0.6 -1.7 -1.4 0.2824
```
Forces are in eV/Å.

Entry 2:
This record from the Open Molecules 2025 dataset describes one molecule with the formula C4H4N4 at a distorted geometry. The level of theory is wB97M-V/def2-TZVPD.

Properties
spin multiplicity = 1
HOMO energy = -10.4 eV
HOMO-LUMO gap = 8.74 eV
charge = 0
SMILES string = [H]/N=C/N=C1/C=NC=N1

```
12
Properties=species:S:1:pos:R:3:forces:R:3:mulliken_charge:R:1
H -1.3051 -1.7334 3.0748 -0.4 -0.2 -0.5 0.2944
N -1.6832 -1.6233 2.1165 1.4 0.6 0.0 -0.5266
C -0.7917 -0.9600 1.4775 -1.0 0.1 1.2 0.0829
N -1.0560 -0.5400 0.1746 -0.5 -0.8 -0.3 -0.5477
C -0.1441 0.0779 -0.4230 0.5 0.9 -0.8 0.7550
C -0.2324 0.5906 -1.8199 -1.2 -0.2 -0.2 -0.0842
N 0.8063 1.2346 -2.1555 0.2 0.1 0.1 -0.5463
C 1.6146 1.1283 -0.9646 0.8 -0.2 -0.8 -0.1298
N 1.1340 0.4981 0.0134 -0.1 -0.7 1.5 -0.4348
H 0.1302 -0.5630 1.9060 0.1 -0.3 0.1 0.3398
H -1.1189 0.4442 -2.4258 0.2 0.1 -0.2 0.4079
H 2.6462 1.4460 -0.9740 0.0 0.5 -0.1 0.3894
```
Forces are in eV/Å.

Entry 3:
This record from the Open Molecules 2025 dataset describes C3H2FO2Pt as an isolated structure at a distorted geometry. The level of theory is wB97M-V/def2-TZVPD.

Properties
spin multiplicity = 3
HOMO energy (alpha / beta) = -1.3 / -4.5 eV
HOMO-LUMO gap (alpha / beta) = 4.85 / 7.50 eV
charge = -1

```
9
Properties=species:S:1:pos:R:3:forces:R:3:mulliken_charge:R:1
C -1.2930 -0.4192 -0.0427 0.8 -0.2 1.8 -0.0636
C 1.5088 0.8443 0.4660 0.1 0.3 -0.9 -0.0398
O -1.0147 -0.3994 1.1425 -0.7 0.0 -0.9 -0.5553
O -0.3222 0.1968 -0.9084 1.0 0.9 -1.5 -0.2857
C 0.5522 1.1293 -0.4207 -0.5 -0.4 1.4 -0.2514
H 2.0268 1.5853 1.0733 0.1 -0.2 -0.3 0.2944
F 2.0103 -0.4037 0.5881 -0.3 0.0 0.5 -0.2409
H 0.2949 2.1771 -0.5898 0.0 -0.2 0.1 0.2898
Pt -2.6530 -1.2415 -1.2386 -0.5 -0.2 -0.1 -0.1476
```
Forces are in eV/Å.

Entry 4:
This record from the Open Molecules 2025 dataset describes a 2-piece molecular cluster, C3H11N2O overall at a distorted geometry. The level of theory is wB97M-V/def2-TZVPD.

Properties
spin multiplicity = 1
HOMO energy = -12.4 eV
HOMO-LUMO gap = 9.26 eV
charge = +1

```
17
Properties=species:S:1:pos:R:3:forces:R:3:mulliken_charge:R:1
C -1.0943 -0.0889 -1.8475 -0.4 0.3 0.1 -1.5641
C -0.4552 0.0624 -0.5067 0.4 -0.6 -0.1 0.4678
C 0.8618 0.2397 -0.3517 -0.3 0.6 0.0 -0.1718
N 1.7107 0.4714 -1.3792 0.5 -0.2 0.0 -0.3865
N -1.3518 0.1580 0.6637 -0.5 0.4 -0.8 -0.1991
H -2.1693 -0.2546 -1.8198 -0.1 0.0 0.3 0.4113
H -0.7007 -0.9259 -2.4204 0.2 0.0 0.0 0.3685
H -0.9610 0.8428 -2.3967 0.1 0.0 -0.4 0.3567
H 1.3038 0.3142 0.6298 0.0 0.2 0.1 0.2182
H 1.4904 0.3282 -2.3480 -0.3 0.0 0.1 0.1924
H 2.6639 0.7154 -1.1857 0.0 -0.2 0.0 0.2185
H -0.8918 0.5165 1.5020 0.2 -0.4 0.2 0.3264
H -1.8701 -0.6980 0.8736 0.3 -0.1 0.2 0.3552
H -2.0564 0.8408 0.3759 -0.1 0.1 0.3 0.4116
H 1.3751 -0.7095 2.6253 0.0 0.1 -0.1 0.3056
H 0.2557 -1.0602 3.5507 -0.2 0.3 -0.2 0.2979
O 0.4218 -0.5861 2.7186 0.2 -0.4 0.5 -0.6088
```
Forces are in eV/Å.

Entry 5:
This record from the Open Molecules 2025 dataset describes C4H4O5Ru as an isolated structure at a distorted geometry. The level of theory is wB97M-V/def2-TZVPD.

Properties
spin multiplicity = 6
HOMO energy (alpha / beta) = -13.0 / -14.1 eV
HOMO-LUMO gap (alpha / beta) = 7.25 / 6.76 eV
charge = +1

```
14
Properties=species:S:1:pos:R:3:forces:R:3:mulliken_charge:R:1
O 4.2189 2.0774 0.5712 0.6 1.5 -0.5 -0.5350
C 2.6950 -0.3316 -0.2397 -1.1 -3.5 -0.5 0.8615
O 2.8490 -1.1037 -1.0870 0.2 2.2 0.4 -0.1711
O 2.4106 0.1126 0.8240 -0.6 0.3 -0.8 -0.5480
H 5.3334 5.6938 2.0416 -0.1 -0.4 -0.1 0.2846
O 5.2650 3.6385 2.0677 -0.4 -2.6 -0.2 -0.4159
C 4.9528 4.8715 1.4217 -0.1 0.8 -0.2 -0.2520
C 3.4190 4.8527 1.3218 0.1 0.7 -0.3 -0.2420
O 3.0587 3.6361 1.9704 0.3 -2.5 -0.1 -0.4362
C 4.1710 2.7636 1.8902 0.2 6.1 -0.8 1.0843
H 5.4267 4.9245 0.4299 -0.1 -0.2 0.4 0.2346
H 3.0787 4.8553 0.2748 0.1 -0.1 0.4 0.2281
H 2.9400 5.6871 1.8500 0.1 -0.4 -0.1 0.2859
Ru 4.1005 0.7587 1.8980 0.7 -1.8 2.4 0.6212
```
Forces are in eV/Å.

Entry 6:
This record from the Open Molecules 2025 dataset describes a 3-piece molecular cluster, C17H34F3N2O6 overall. The level of theory is wB97M-V/def2-TZVPD.

Properties
spin multiplicity = 1
HOMO energy = -12.5 eV
HOMO-LUMO gap = 10.13 eV
charge = +1

```
62
Properties=species:S:1:pos:R:3:forces:R:3:mulliken_charge:R:1
C 4.5971 -1.9252 -0.7153 -0.2 0.2 0.0 -1.2769
C 4.2249 -0.7268 -1.6045 0.2 -0.1 0.1 0.3822
O 5.3745 -0.3701 -2.3715 0.0 0.0 0.1 -0.5666
C 3.0561 -1.0146 -2.5563 0.1 0.2 -0.2 -1.6063
C 1.6842 -0.5976 -2.0480 -0.2 0.1 0.1 0.4462
C 1.3878 -1.1977 -0.6922 0.4 0.0 -0.2 -1.2974
N 0.0288 -0.8211 -0.1802 0.0 -0.1 0.3 0.0891
C -0.4826 0.5863 -0.4829 -0.2 0.1 -0.1 0.2426
C -2.0181 0.5833 -0.5141 0.2 0.2 0.3 -1.0266
O -2.5610 0.5401 -1.8347 -0.2 -0.3 0.0 -0.3838
C -2.9330 -0.6779 -2.2735 0.2 0.1 0.4 0.9270
F -3.3592 -0.5813 -3.5025 -0.1 0.0 -0.3 -0.2271
F -3.8743 -1.2445 -1.5086 0.0 0.1 -0.1 -0.2569
F -1.8718 -1.5494 -2.2415 0.0 0.0 -0.1 -0.2660
C 0.1585 1.2124 -1.7321 0.2 0.1 -0.1 -1.2642
N 1.5561 0.8628 -1.9488 -0.3 -0.3 0.3 -0.3534
H 5.5689 -2.2924 -1.0330 0.0 -0.1 0.0 0.4784
H 4.6575 -1.6311 0.3313 0.1 0.0 0.1 0.1149
H 3.8685 -2.7310 -0.7939 0.0 -0.1 0.0 0.3338
H 3.9765 0.1110 -0.9455 -0.1 0.1 -0.1 0.2779
H 5.5308 0.5767 -2.3047 0.0 -0.1 -0.1 0.3680
H 3.0555 -2.0689 -2.8361 0.0 -0.1 0.0 0.4788
H 3.2312 -0.4498 -3.4705 0.0 0.0 0.0 0.4279
H 0.9294 -0.9288 -2.7658 0.0 0.0 -0.1 0.5177
H 2.0793 -0.8039 0.0400 0.2 0.0 0.1 0.4872
H 1.4792 -2.2818 -0.6691 -0.2 -0.1 0.1 0.4043
H 0.1047 -0.9128 0.8378 0.0 0.0 0.0 0.4310
H -0.6529 -1.5182 -0.4794 0.0 0.1 -0.2 0.5726
H -0.2065 1.1911 0.3790 0.2 -0.1 0.1 0.3614
H -2.3793 1.5058 -0.0651 0.0 0.1 -0.1 0.4693
H -2.4062 -0.2385 0.0895 -0.1 0.0 0.0 0.4361
H 0.0811 2.2924 -1.6115 -0.1 0.0 0.0 0.3979
H -0.3984 0.9587 -2.6288 0.0 -0.1 0.0 0.5309
H 2.0907 1.1715 -1.1400 0.2 0.2 -0.2 0.3876
O -2.5185 4.3134 0.8046 0.1 -0.1 -0.1 -0.5879
C -3.6034 4.5504 0.3397 0.0 0.0 -0.1 0.8917
O -4.5643 3.6166 0.4750 0.0 0.0 0.1 -0.3784
C -5.9272 3.8365 0.0761 -0.1 0.0 -0.1 -0.4362
C -6.1438 3.5545 -1.3948 0.1 0.0 0.0 -0.8864
C -3.8798 5.8114 -0.4429 -0.1 0.1 0.2 -1.0633
H -6.2465 4.8395 0.3574 0.0 0.0 0.0 0.3891
H -6.4988 3.1384 0.6843 0.0 0.0 0.0 0.3313
H -5.5706 4.2335 -2.0261 0.0 0.0 0.0 0.2720
H -7.1983 3.6657 -1.6458 0.0 0.0 0.0 0.3715
H -5.8376 2.5353 -1.6321 0.0 0.0 0.0 0.2083
H -3.5428 5.6576 -1.4676 0.0 0.0 0.0 0.2593
H -3.2926 6.6134 -0.0040 0.1 0.0 0.0 0.3254
H -4.9224 6.1147 -0.4588 0.0 0.0 -0.1 0.3404
O 2.3004 -1.1050 2.1377 -0.2 0.1 0.1 -0.6128
C 2.5536 -2.0823 2.8088 -0.1 0.0 0.0 0.8697
O 1.9597 -3.2304 2.4690 0.0 0.0 -0.1 -0.3219
C 2.2648 -4.4905 3.1067 0.0 -0.1 0.1 -0.4646
C 1.4786 -4.6858 4.3829 0.0 0.1 0.0 -1.0151
C 3.4523 -2.0054 4.0117 0.2 -0.1 -0.1 -1.2841
H 3.3395 -4.5795 3.2593 0.0 0.0 0.0 0.3786
H 1.9838 -5.2355 2.3659 0.0 0.0 0.0 0.3272
H 1.7337 -3.9400 5.1357 0.0 0.0 0.0 0.2824
H 1.6862 -5.6714 4.7979 0.0 0.0 0.0 0.3814
H 0.4096 -4.6128 4.1846 0.0 0.0 0.0 0.3111
H 2.8550 -1.6658 4.8578 0.0 0.0 0.0 0.3345
H 4.2202 -1.2618 3.8155 -0.1 0.1 0.0 0.3406
H 3.9312 -2.9436 4.2740 -0.1 0.0 0.0 0.3983
```
Forces are in eV/Å.